Below is a 8-piece molecular cluster, C47H45ClF7NO6PS overall in a non-equilibrium geometry, with properties calculated with ωB97M-V/def2-TZVPD.

Results
Kohn-Sham gap = 7.43 eV
LUMO energy = 0.079 Ha
energy = -114914.5682 eV

Geometry as ORCA input:
```
! wB97M-V def2-TZVPD RIJCOSX def2/J DEFGRID3
* xyz -1 1
C 5.00824 1.66372 -1.94375
O 3.88262 1.32253 -1.14943
C 3.11567 0.27666 -1.75512
C 1.64352 0.71835 -1.76796
C 0.76249 -0.29195 -2.53310
O -0.47856 -0.29609 -2.37912
O 1.38939 -1.03445 -3.32863
N 1.43413 2.09799 -2.22983
C 1.78027 2.25904 -3.61394
S 0.44666 2.00256 -4.82070
O -0.37212 3.18588 -4.94853
O 1.10822 1.65138 -6.06066
P -0.13011 2.73125 -1.83096
O 0.04473 4.35502 -2.02162
Cl -0.26434 2.59245 0.25360
H 5.44740 2.57454 -1.55694
H 4.68972 1.82930 -2.96683
H 5.72458 0.83941 -1.88677
H 3.15976 -0.58155 -1.08437
H 3.45002 0.03200 -2.75890
H 1.34319 0.68376 -0.72218
H 2.60730 1.63728 -3.93493
H 2.08417 3.29443 -3.76973
H -0.31591 0.93292 -4.45036
H 0.19751 4.54791 -2.95625
F 3.47935 -2.16003 0.05482
C 2.83660 -3.29936 -0.30325
C 2.63449 -4.27542 0.65168
C 1.97327 -5.44160 0.29680
C 1.53176 -5.61637 -1.00747
C 1.74755 -4.62223 -1.95420
C 2.40169 -3.45073 -1.60357
H 2.99515 -4.12062 1.66077
H 1.80215 -6.21257 1.03738
H 1.01732 -6.52722 -1.28580
H 1.40352 -4.75559 -2.97101
H 2.56203 -2.66244 -2.32829
F 4.37690 4.03121 -3.33130
C 4.47626 5.14347 -4.08498
C 4.86759 6.32569 -3.49002
C 4.97078 7.46654 -4.27148
C 4.67334 7.41246 -5.62666
C 4.27636 6.21417 -6.20394
C 4.18048 5.06651 -5.43131
H 5.08616 6.34692 -2.43060
H 5.28270 8.39952 -3.82158
H 4.75046 8.30575 -6.23243
H 4.03931 6.17157 -7.25825
H 3.87873 4.12074 -5.86414
F -0.57340 -4.29731 -5.47509
C -0.49692 -3.28298 -6.36665
C -0.11862 -2.02798 -5.93107
C -0.03774 -0.99457 -6.85912
C -0.34409 -1.23353 -8.19479
C -0.72655 -2.50191 -8.60818
C -0.80019 -3.53941 -7.68940
H 0.11372 -1.86422 -4.88015
H 0.26837 0.00524 -6.53921
H -0.28320 -0.42564 -8.91352
H -0.96853 -2.68605 -9.64751
H -1.08819 -4.53852 -7.99161
F -0.09289 2.57318 3.90590
C -0.75093 1.45361 4.25806
C -0.91700 1.16606 5.59892
C -1.60279 0.01401 5.96124
C -2.10205 -0.83594 4.98350
C -1.91769 -0.53144 3.64129
C -1.24530 0.62156 3.27379
H -0.51482 1.83824 6.34589
H -1.74835 -0.21968 7.00815
H -2.63406 -1.73476 5.26797
H -2.29867 -1.19021 2.87541
H -1.10992 0.87191 2.23033
F -4.36033 -2.02609 2.25279
C -4.61480 -1.21177 1.20110
C -5.36353 -0.07015 1.39959
C -5.61403 0.76322 0.31920
C -5.12027 0.44252 -0.93781
C -4.37042 -0.71130 -1.11663
C -4.11097 -1.54473 -0.03964
H -5.74127 0.15989 2.38749
H -6.19297 1.66622 0.46020
H -5.31693 1.09469 -1.77805
H -3.98297 -0.96255 -2.09411
H -3.51872 -2.44269 -0.15725
F 2.49710 -6.15468 4.10410
C 1.22522 -5.79927 4.38394
C 0.53973 -6.47958 5.37005
C -0.76589 -6.10795 5.65727
C -1.36753 -5.07414 4.95252
C -0.66179 -4.40589 3.96142
C 0.64596 -4.76646 3.67669
H 1.02481 -7.28731 5.90234
H -1.31422 -6.62688 6.43227
H -2.38738 -4.78961 5.17630
H -1.12887 -3.60313 3.40861
H 1.21284 -4.25227 2.91468
F -3.58131 0.08306 9.12497
C -3.80105 1.40532 8.97591
C -4.14577 1.89292 7.73223
C -4.37496 3.25197 7.58206
C -4.24777 4.10377 8.67102
C -3.89570 3.59468 9.91339
C -3.67439 2.23429 10.07211
H -4.23136 1.21445 6.89359
H -4.65160 3.64609 6.61374
H -4.42280 5.16457 8.55022
H -3.79219 4.25788 10.76172
H -3.40657 1.81657 11.03364
*
```

Below is C4H4KO2 as an isolated structure in a non-equilibrium geometry, with properties calculated with ωB97M-V/def2-TZVPD.

Results
relative energy (zero: lowest compared OMol25 entry of this formula, charge and spin) = 242.0 kJ/mol
Kohn-Sham gap = 9.66 eV
LUMO energy = -0.160 Ha
energy = -24623.3788 eV

Geometry as ORCA input:
```
! wB97M-V def2-TZVPD RIJCOSX def2/J DEFGRID3
* xyz 1 1
O -0.87850 1.18315 0.09333
C -0.90779 -0.03848 0.17294
C -1.74587 -1.07817 -0.36994
C -1.29540 -1.88423 0.60054
H -2.52168 -1.06145 -1.12963
H -1.74868 -2.78786 1.00805
K 1.56583 1.96939 -0.09525
O 0.69772 -0.61074 0.13961
C 0.57653 -1.88279 0.61454
H 0.88958 -1.94090 1.66946
H 0.97978 -2.63134 -0.08299
*
```

Below is C5H6Cl2GaNdO4S as an isolated structure in a non-equilibrium geometry, with properties calculated with ωB97M-V/def2-TZVPD.

Results
relative energy (zero: lowest compared OMol25 entry of this formula, charge and spin) = 0.0 kJ/mol
⟨S²⟩ = 3.76
Kohn-Sham gap (spin up / spin down) = 5.06 / 5.09 eV
LUMO energy (spin up / spin down) = -0.624 / -0.624 Ha
energy = -116958.6238 eV

Geometry as ORCA input:
```
! wB97M-V def2-TZVPD RIJCOSX def2/J DEFGRID3
* xyz 4 4
Ga -0.36881 -0.37649 -6.27798
Nd 0.65081 -1.19744 0.73540
Cl -0.42146 0.51235 -4.30174
Cl 1.75207 -3.44080 0.52459
C -0.59873 -2.43524 2.32791
C -0.77438 -0.01934 -8.14294
C 0.21785 -2.17458 -6.58255
O -1.12320 -2.93946 3.23438
O -0.95289 -0.00254 -9.29941
O 0.55952 -3.26605 -6.83090
C 1.02102 1.63407 4.49531
S -0.02666 0.53040 3.58603
C -0.99934 1.72198 2.61007
O 1.02236 0.05355 2.51285
H 0.41511 2.07353 5.29154
H 1.42838 2.41208 3.84754
H 1.81902 1.04348 4.94963
H -0.40801 2.63247 2.40639
H -1.34994 1.28884 1.65521
H -1.86270 1.94919 3.25868
*
```

Below is a 5-piece molecular cluster, C19H48BNO13PS overall in a non-equilibrium geometry, with properties calculated with ωB97M-V/def2-TZVPD.

Results
Kohn-Sham gap = 6.76 eV
LUMO energy = 0.083 Ha
energy = -69387.9661 eV

Geometry as ORCA input:
```
! wB97M-V def2-TZVPD RIJCOSX def2/J DEFGRID3
* xyz -1 1
C 4.46109 -0.21526 -4.92552
B 3.76023 1.23799 -5.10398
O 4.65861 2.38560 -5.34040
N 2.29811 1.52997 -5.09927
C 1.48686 0.48509 -4.40142
C 1.61063 0.71970 -2.79348
O 1.33336 -0.28506 -2.06003
O 2.01304 1.95154 -2.26788
P -0.35496 0.69459 -4.93335
O -0.74551 -0.68128 -5.92567
O -0.60880 2.07043 -5.90280
S -1.55034 0.62706 -3.38726
H 4.21735 -0.92481 -5.80917
H 5.60419 -0.15844 -4.75003
H 3.98839 -0.69925 -3.98023
H 4.65500 2.57552 -6.31425
H 1.92936 1.77016 -6.03076
H 1.74939 -0.59731 -4.67291
H -0.05830 -1.36599 -5.70924
H -1.43541 2.52903 -5.60583
C -3.37286 0.61317 2.89443
O -3.98247 1.82709 2.47710
C -3.09233 2.64445 1.71522
C -3.39548 2.55579 0.22493
O -3.09500 1.26014 -0.28523
C -4.26048 0.46932 -0.47064
H -4.15113 -0.04268 3.29023
H -2.87749 0.10237 2.06484
H -2.64789 0.81700 3.68909
H -2.04852 2.38445 1.92108
H -3.25083 3.67779 2.04462
H -2.75077 3.26350 -0.30664
H -4.43635 2.82813 0.01702
H -4.82292 0.83486 -1.33484
H -4.89807 0.47330 0.41796
H -3.94514 -0.55711 -0.66656
C 2.42726 2.42560 6.38114
O 2.90844 2.33166 5.04914
C 2.28514 1.27219 4.32173
C 1.21648 1.80241 3.37354
O 0.10634 2.34204 4.09383
C 0.12705 3.76456 4.12806
H 2.78905 3.36238 6.80949
H 1.33469 2.42538 6.41820
H 2.81720 1.59375 6.97674
H 1.86991 0.52124 5.00276
H 3.07021 0.78952 3.72987
H 0.83253 0.96907 2.77672
H 1.63425 2.54369 2.68466
H -0.13445 4.16201 3.14328
H 1.10300 4.14767 4.43738
H -0.62077 4.09812 4.85050
C 5.90340 -6.38293 -6.32300
O 4.64154 -6.41605 -6.97446
C 3.68668 -5.55973 -6.34794
C 3.50322 -4.26556 -7.13153
O 4.67942 -3.45961 -7.08296
C 5.43697 -3.53824 -8.28323
H 6.62927 -6.89318 -6.95902
H 6.24650 -5.35866 -6.15634
H 5.84182 -6.91190 -5.36675
H 3.96647 -5.35465 -5.30927
H 2.73431 -6.10121 -6.33726
H 2.70102 -3.68411 -6.66531
H 3.21120 -4.47069 -8.16719
H 4.92451 -2.99360 -9.08152
H 5.60567 -4.57446 -8.58803
H 6.40542 -3.06769 -8.10374
C -3.98460 -1.22087 7.98912
O -5.24165 -1.24540 7.32798
C -6.19652 -0.38634 7.94838
C -6.36694 0.91099 7.16653
O -5.18783 1.71028 7.22691
C -4.41888 1.63028 6.03079
H -3.25686 -1.73330 7.35742
H -3.63722 -0.19892 8.16091
H -4.05644 -1.75209 8.94367
H -5.92418 -0.18531 8.99014
H -7.15187 -0.92321 7.94980
H -7.17028 1.49556 7.62754
H -6.65126 0.70964 6.12811
H -4.92158 2.17904 5.22986
H -4.25286 0.59450 5.72515
H -3.44936 2.09525 6.21906
*
```

Below is a 3-piece molecular cluster, C32H55BClF2N6O6P2 overall in a non-equilibrium geometry, with properties calculated with ωB97M-V/def2-TZVPD.

Results
Kohn-Sham gap = 7.83 eV
LUMO energy = -0.096 Ha
energy = -92508.2208 eV

Geometry as ORCA input:
```
! wB97M-V def2-TZVPD RIJCOSX def2/J DEFGRID3
* xyz 1 1
C 6.37529 0.48671 -0.19366
C 5.98426 -0.91012 -0.76200
O 5.51852 -1.81096 0.22037
C 4.22083 -1.47080 0.71366
C 3.23019 -2.64185 0.54792
C 1.91105 -2.21698 -0.20023
C 0.78290 -2.14120 0.82507
C -0.53675 -1.32891 0.73026
C -0.69696 0.00954 -0.05895
B 0.73687 0.80571 0.13892
N 1.26947 1.94548 -0.63818
O 1.58999 0.52897 1.18694
C -1.00369 -0.33175 -1.58779
C 0.17154 0.01404 -2.57736
C 1.13497 -0.88511 -2.97872
C 2.12814 -0.58264 -3.87665
C 2.19041 0.65400 -4.46045
C 1.21286 1.56859 -4.09678
C 0.23896 1.25244 -3.19637
P -1.53138 -2.04224 -2.12295
O -1.63893 -2.03468 -3.58085
O -0.58216 -3.29383 -1.72080
O -2.99845 -2.52272 -1.59529
N -2.04773 0.51942 -2.16975
C -3.35774 0.53137 -1.50350
C -4.21669 1.70473 -2.02368
C -3.48798 2.70959 -2.93711
F -5.21149 1.17518 -2.85852
C -3.16739 0.31026 0.00964
C -4.47842 0.32035 0.85213
C -5.25457 1.53499 1.31251
F -5.36138 -0.42411 0.05860
N -1.83752 0.85566 0.55203
C -1.98556 0.90649 2.04563
C -0.83921 1.26788 3.01817
C -0.42163 0.13136 3.98474
Cl -1.40017 2.59205 4.15146
P -1.67445 2.65086 0.00702
N -3.14044 3.41029 0.35995
O -0.67085 3.39536 1.07487
H 5.73361 1.23287 -0.67993
H 6.10869 0.49691 0.86572
H 7.41455 0.74521 -0.38546
H 5.31338 -0.82838 -1.63101
H 6.90608 -1.35459 -1.15364
H 3.89206 -0.56182 0.19292
H 4.35041 -1.19004 1.76915
H 3.76014 -3.40143 -0.03391
H 3.01287 -3.09207 1.52227
H 2.20784 -1.30102 -0.71526
H 1.81550 -2.98637 -0.96716
H 0.49862 -3.17866 1.03392
H 1.29061 -1.86889 1.75935
H -1.36027 -2.02557 0.49812
H -0.78251 -1.19047 1.79297
H 2.10829 1.59726 -1.10932
H 1.61856 2.66257 -0.00550
H 1.15993 0.08879 1.93197
H 1.15642 -1.90090 -2.60658
H 2.87302 -1.33128 -4.13051
H 2.93400 0.95937 -5.18742
H 1.22477 2.54079 -4.58015
H -0.48022 2.03471 -2.98749
H -0.43160 -3.89232 -2.46758
H -2.93616 -3.16326 -0.87203
H -2.18451 0.30454 -3.15244
H -3.91916 -0.35045 -1.84306
H -4.75822 2.29058 -1.28411
H -2.66755 3.22788 -2.43799
H -3.13778 2.19187 -3.83194
H -4.21973 3.46508 -3.23702
H -2.98590 -0.77321 0.05643
H -4.36161 -0.33150 1.72575
H -4.83734 1.98969 2.21985
H -6.24295 1.18010 1.62551
H -5.43119 2.34330 0.60806
H -2.71302 1.69289 2.25534
H -2.35243 -0.05147 2.42250
H 0.06907 1.70802 2.61287
H 0.00490 0.52070 4.90540
H -1.31949 -0.44441 4.23927
H 0.28048 -0.55883 3.49749
H -3.24048 4.15581 -0.32438
H -3.17786 3.83268 1.28868
H -0.04633 3.90425 0.53218
N 1.95096 4.37914 2.72940
C 3.17932 3.77381 2.66033
C 4.10477 4.73669 2.36019
C 3.41116 5.97222 2.24820
C 2.08633 5.72104 2.48309
H 1.08464 3.91192 2.93128
H 3.28628 2.71489 2.82939
H 5.16262 4.57552 2.23602
H 3.83815 6.93490 2.02207
H 1.23135 6.37629 2.49629
N -1.38362 -5.48049 -0.01281
C -0.73688 -5.74049 1.16930
C -0.80868 -7.08696 1.40225
C -1.52178 -7.66671 0.31975
C -1.86131 -6.65420 -0.53562
H -1.48905 -4.57503 -0.43259
H -0.28381 -4.94870 1.74086
H -0.39499 -7.60143 2.25353
H -1.75752 -8.70900 0.18544
H -2.40021 -6.66582 -1.46857
*
```

What is the energy in the fourth record?
-69387.9661 eV